one.
# C2H5NO3

A cluster of 2 separate species, C2H5NO3 in total (ωB97M-V/def2-TZVPD, the Open Molecules 2025 dataset).

Values from the calculation:
Total charge: 0
Orbital gap in eV: 10.25

Each line ends with the Mulliken charge.
Atoms and positions in Å:
C: -1.203 0.465 0.085  -0.211
C: 0.188 -0.245 0.011  0.458
H: -1.681 -1.404 -0.766  0.348
H: -1.345 1.082 1.080  0.274
H: -0.901 1.344 -0.602  0.206
H: 1.225 1.502 0.070  0.264
H: 1.814 -1.010 0.934  0.410
N: 1.150 0.505 -0.299  -0.075
O: -2.055 -0.522 -0.297  -0.535
O: 0.411 -1.416 0.039  -0.655
O: 2.398 -0.301 -0.255  -0.484



two.
# C2H5NO3

A cluster of 2 separate species, C2H5NO3 in total (ωB97M-V/def2-TZVPD, the Open Molecules 2025 dataset).

Values from the calculation:
Structure (SMILES): C=NC(=O)O.O
Total charge: 0
Orbital gap in eV: 10.46

Each line ends with the Mulliken charge.
Atoms and positions in Å:
C: 1.612 -0.215 -0.107  -0.175
N: 0.846 -1.128 0.273  -0.202
C: 0.280 -1.644 1.335  0.614
O: 0.314 -2.814 1.606  -0.582
O: -0.550 -0.791 1.956  -0.451
H: 1.576 0.068 -1.129  0.207
H: 2.473 0.102 0.531  0.256
H: -1.072 -1.377 2.506  0.337
O: -0.757 0.779 -1.614  -0.638
H: -0.644 0.200 -2.391  0.326
H: -1.654 0.606 -1.305  0.309



Most stable structure: two